The following is a quantum chemistry calculation of a cluster of 2 separate species, C8H18IN in total, from OMol25.

The geometry in XYZ format:
```
28
C8H18IN ωB97M-V/def2-TZVPD
I 2.040 2.645 1.564
N 1.307 1.326 0.059
C 1.690 -1.071 -0.368
C -1.606 1.106 0.189
C 1.125 1.800 -1.271
C -1.183 -0.299 -0.135
C 0.931 -0.270 1.918
C -1.711 -1.337 0.838
C -1.005 -0.757 -1.627
C 0.964 0.004 0.405
H 1.150 -2.001 -0.003
H -0.704 1.487 0.673
H -1.906 -1.299 -2.009
H -1.012 -2.056 1.101
H 1.950 -0.242 2.369
H 0.452 -1.177 2.215
H 1.865 2.571 -1.508
H -2.498 1.097 0.891
H -0.863 0.087 -2.264
H 0.060 2.237 -1.416
H 1.551 -1.037 -1.401
H 1.299 0.862 -1.886
H 0.188 0.454 2.410
H -0.250 -1.646 -1.824
H -1.891 1.571 -0.782
H -2.167 -0.904 1.750
H -2.516 -1.924 0.186
H 2.739 -1.226 -0.073
```

As for the HOMO energy: -0.2587 Ha. As for the LUMO energy: -0.361 eV. The net charge is 0. Its max |F| is 3.8 eV/Å. The energy above the lowest of the compared OMol25 structures with the same formula, charge and spin is 308.2 kJ/mol. The total energy comes out at -18174.5232 eV.



The following is a quantum chemistry calculation of a cluster of 2 separate species, C8H18N2O in total, from OMol25.

The geometry in XYZ format:
```
29
C8H18N2O ωB97M-V/def2-TZVPD
O 1.956 0.234 -0.316
N 4.981 0.655 -0.479
N -0.439 2.024 0.446
C -1.133 1.331 -0.653
C -2.603 -1.448 -0.567
C 1.744 -0.870 0.563
C 2.992 -0.733 -0.165
C 4.236 -0.197 0.472
C -3.177 -0.121 -0.140
C -2.567 1.062 -0.294
C -4.561 -0.215 0.470
H -1.588 -1.379 -0.992
H 1.016 -1.609 0.188
H 3.901 0.412 1.332
H -1.081 1.999 -1.530
H -2.548 -2.132 0.303
H 0.561 1.845 0.279
H -0.639 1.516 1.326
H -3.129 1.966 -0.037
H 5.896 0.870 -0.080
H -4.685 -1.171 1.007
H 3.158 -1.377 -1.022
H -5.370 -0.093 -0.275
H 4.827 -1.046 0.872
H 5.162 0.086 -1.308
H -4.727 0.594 1.203
H -0.628 0.370 -0.931
H -3.248 -1.933 -1.313
H 1.692 -0.640 1.641
```

As for the HOMO energy: -0.3241 Ha. As for the LUMO energy: 0.885 eV. Its structure (SMILES) is NC[C@H]1CO1.CC(C)=CCN. The net charge is 0. Its max |F| is 1.1 eV/Å. The energy above the lowest of the compared OMol25 structures with the same formula, charge and spin is 199.7 kJ/mol. The total energy comes out at -13613.5114 eV.



The following is a quantum chemistry calculation of the ion C8H18N3OP with charge +2, from OMol25.

The geometry in XYZ format:
```
31
C8H18N3OP ωB97M-V/def2-TZVPD
P -0.748 3.493 -0.915
O -0.439 -2.108 0.004
N -0.741 2.048 1.669
N 0.644 -0.197 -0.461
N 1.203 -3.791 -0.455
C 0.595 -1.486 -0.300
C -1.814 0.426 -0.678
C 1.860 0.589 -0.424
C -0.495 0.591 -0.347
C 1.728 -2.435 -0.594
C -2.734 -0.765 -1.040
C 1.389 1.854 0.391
C -0.107 1.973 0.238
H -2.433 1.369 -0.724
H 1.791 -4.262 0.245
H 0.168 -3.541 -0.183
H 2.123 -2.149 -1.635
H -0.256 2.709 2.341
H 2.367 0.744 -1.435
H 2.684 -2.403 0.049
H -0.121 3.073 -1.945
H 1.967 2.670 -0.086
H -2.464 -1.204 -1.952
H 1.721 1.786 1.477
H -2.655 -1.524 -0.282
H 0.248 4.344 -0.317
H -0.762 1.152 2.150
H -3.789 -0.583 -1.059
H -1.639 2.158 1.446
H 1.012 -4.343 -1.283
H 2.643 0.037 0.179
```

As for the HOMO energy: -0.5862 Ha. As for the LUMO energy: -6.201 eV. Its structure (SMILES) is C/C=C1\N(C(=O)C[NH3+])CC[C@@]1([NH3+])P. The net charge is +2. Its max |F| is 5.3 eV/Å. The energy above the lowest of the compared OMol25 structures with the same formula, charge and spin is 9.4 kJ/mol. The total energy comes out at -24376.2593 eV.



The following is a quantum chemistry calculation of an isolated molecule of C8H18N3P, from OMol25.

The geometry in XYZ format:
```
30
C8H18N3P ωB97M-V/def2-TZVPD
P -0.282 -0.255 1.271
N -0.083 1.206 0.460
N 1.163 -0.936 0.578
N -1.478 -0.994 0.279
C -2.665 -1.489 0.744
C 1.710 -2.214 1.196
C 1.471 0.505 -1.282
C 0.786 2.917 -1.053
C 0.342 1.431 -0.876
C -1.699 -2.404 0.166
C 1.338 -0.919 -0.881
C -1.103 2.181 0.915
H 1.452 -2.055 2.332
H 1.388 0.623 -2.467
H -0.574 1.298 -1.626
H 2.425 0.930 -0.928
H 2.337 -1.373 -1.250
H -0.510 3.085 1.092
H -2.681 -1.774 1.861
H -3.635 -1.249 0.203
H 2.783 -2.248 0.997
H -1.539 1.733 1.910
H 1.639 2.859 -1.680
H -1.697 -2.619 -0.877
H 0.400 -1.306 -1.359
H -1.312 -3.152 0.775
H 0.044 3.545 -1.406
H 0.915 -3.058 0.748
H -2.041 2.302 0.380
H 1.104 3.429 -0.222
```

As for the HOMO energy: -0.3044 Ha. As for the LUMO energy: 1.092 eV. Its structure (SMILES) is C[C@H]1CCN(C)P(N2CC2)N1C. The net charge is 0. Its max |F| is 4.7 eV/Å. The energy above the lowest of the compared OMol25 structures with the same formula, charge and spin is 54.0 kJ/mol. The total energy comes out at -22343.7785 eV.



The following is a quantum chemistry calculation of a cluster of 2 separate species, C8H18N4 in total, from OMol25.

The geometry in XYZ format:
```
30
C8H18N4 ωB97M-V/def2-TZVPD
N 1.422 -0.607 -0.672
N -3.269 0.281 -0.080
N -4.525 0.223 -0.623
N 6.437 1.588 -0.370
C -5.433 0.650 0.165
C -2.430 -0.912 -0.100
C 5.961 0.567 0.568
C 4.888 -0.313 0.005
C -6.859 0.739 -0.262
C 3.629 -0.433 0.410
C -2.996 -0.379 1.177
C 2.621 -1.314 -0.242
H 5.168 -0.823 -0.919
H 5.579 1.054 1.489
H -2.331 0.194 1.873
H -7.141 1.761 -0.509
H -7.527 0.377 0.515
H 6.814 1.158 -1.203
H 5.659 2.150 -0.719
H 0.883 -0.284 0.122
H 3.297 0.066 1.311
H -2.892 -1.861 -0.449
H 0.817 -1.267 -1.149
H 2.415 -2.204 0.376
H -1.330 -0.787 -0.247
H 3.081 -1.678 -1.171
H -3.847 -0.915 1.629
H 6.832 -0.023 0.877
H -5.219 0.965 1.193
H -7.004 0.081 -1.130
```

As for the HOMO energy: -0.3237 Ha. As for the LUMO energy: 0.823 eV. Its structure (SMILES) is C/C=N/N1CC1.NC/C=C/CN. The net charge is 0. Its max |F| is 1.7 eV/Å. The energy above the lowest of the compared OMol25 structures with the same formula, charge and spin is 248.8 kJ/mol. The total energy comes out at -14544.8624 eV.



The following is a quantum chemistry calculation of a cluster of 2 separate species, C8H18N4O2 in total, from OMol25.

The geometry in XYZ format:
```
32
C8H18N4O2 ωB97M-V/def2-TZVPD
O -2.165 2.938 1.814
O 2.293 -0.251 1.117
N -0.046 -0.297 -1.170
N 4.241 -0.010 -0.067
N -1.671 0.328 0.463
N -0.784 1.889 -0.921
C -0.855 0.582 -0.522
C -1.330 -0.902 1.226
C 2.926 -0.572 0.168
C 2.436 -1.547 -0.883
C -0.156 -1.731 -0.803
C -2.903 3.708 0.995
C 1.214 -2.317 -0.357
C -1.253 -2.035 0.202
H -1.532 2.359 -1.404
H -0.253 -0.173 -2.156
H -3.071 4.759 1.326
H 0.079 2.369 -0.724
H -2.196 -2.124 -0.345
H 4.763 -0.086 0.799
H 3.229 -2.279 -1.067
H -1.570 1.130 1.119
H -3.948 3.364 0.789
H -1.023 -2.983 0.692
H -2.505 3.862 -0.050
H -0.403 -2.274 -1.722
H -0.344 -0.783 1.684
H 1.271 -2.402 0.731
H 1.253 -3.345 -0.732
H -2.117 -1.118 1.944
H 2.280 -1.031 -1.833
H 4.139 0.968 -0.317
```

As for the HOMO energy: -0.2122 Ha. As for the LUMO energy: -0.111 eV. The net charge is 0. Its max |F| is 3.1 eV/Å. The energy above the lowest of the compared OMol25 structures with the same formula, charge and spin is 368.3 kJ/mol. The total energy comes out at -18640.1671 eV.



The following is a quantum chemistry calculation of a cluster of 2 separate species, C8H18NO in total, from OMol25.

The geometry in XYZ format:
```
28
C8H18NO ωB97M-V/def2-TZVPD
O 2.002 2.068 1.770
N 0.251 -1.409 0.630
C -0.632 2.090 -0.313
C -0.538 0.570 -0.667
C -1.722 0.210 -1.666
C 0.967 -1.384 1.930
C -0.409 -2.740 0.410
C -0.686 -0.242 0.618
C 0.775 0.422 -1.491
C 1.714 2.965 1.118
H -1.518 2.251 0.152
H 2.047 4.109 0.936
H -1.260 -2.830 -0.216
H 0.880 -1.355 -0.079
H 0.575 0.641 -2.629
H -2.126 -0.771 -1.555
H 0.992 -2.378 2.270
H 2.020 -1.032 1.714
H 1.501 1.054 -1.013
H -0.743 2.624 -1.249
H 0.301 2.197 0.225
H 0.451 -3.260 -0.127
H -1.611 -0.571 0.918
H -0.691 -3.060 1.437
H -2.614 0.937 -1.547
H 0.468 -0.615 2.658
H 1.123 -0.648 -1.506
H -1.519 0.157 -2.727
```

As for the HOMO energy (spin up / spin down): -0.4868 / -0.3914 Ha. As for the LUMO energy (spin up / spin down): -2.712 / -4.508 eV. The net charge is +1. Its max |F| is 4.9 eV/Å. The energy above the lowest of the compared OMol25 structures with the same formula, charge and spin is 588.7 kJ/mol. The total energy comes out at -12112.4374 eV.



The following is a quantum chemistry calculation of a cluster of 2 separate species, C8H18NO3P in total, from OMol25.

The geometry in XYZ format:
```
31
C8H18NO3P ωB97M-V/def2-TZVPD
P -2.128 -0.287 0.897
O -3.102 -1.409 0.835
O -1.987 0.393 2.323
O -2.692 0.996 -0.042
N 0.876 0.631 0.132
C -0.032 -1.209 -1.446
C 3.109 0.238 0.720
C -1.497 1.669 2.599
C 1.349 -1.732 0.951
C 1.851 0.327 -2.173
C 1.045 -0.231 -1.012
C 1.768 -0.408 0.343
C -3.404 0.839 -1.193
H -4.190 1.569 -1.112
H 1.901 -1.799 1.935
H -0.728 -1.007 -0.631
H 2.862 0.010 -2.010
H -2.474 2.272 2.866
H 3.066 0.886 1.595
H -0.357 -0.959 -2.474
H 1.638 -0.236 -3.050
H 1.731 1.368 -2.407
H -3.788 -0.154 -1.417
H -0.922 1.670 3.579
H 3.524 0.873 -0.117
H 1.702 -2.577 0.350
H -2.759 1.005 -2.155
H 0.360 -2.364 -1.386
H 3.951 -0.496 0.708
H -0.917 1.964 1.732
H 0.243 -1.842 1.059
```

As for the HOMO energy (spin up / spin down): -0.3310 / -0.3158 Ha. As for the LUMO energy (spin up / spin down): -1.326 / -0.557 eV. The net charge is 0. Its max |F| is 3.7 eV/Å. The energy above the lowest of the compared OMol25 structures with the same formula, charge and spin is 496.5 kJ/mol. The total energy comes out at -25505.1678 eV.



The following is a quantum chemistry calculation of a cluster of 4 separate species, C8H18O3 in total, from OMol25.

The geometry in XYZ format:
```
29
C8H18O3 ωB97M-V/def2-TZVPD
O -2.285 -1.796 -1.517
O 1.843 -2.411 0.369
O 0.188 -2.616 -1.835
C 2.473 0.703 0.752
C 0.092 1.122 0.551
C -1.590 -0.137 2.016
C 1.401 1.039 -1.535
C 1.327 0.914 -0.208
C -0.337 -0.016 1.226
C -0.673 2.363 0.648
C -1.468 2.811 -0.322
H -0.120 -3.292 -2.437
H -2.445 -0.173 1.328
H 1.938 -3.341 0.483
H 1.395 -2.151 -0.449
H -1.959 3.742 -0.076
H -1.782 0.766 2.597
H -0.346 -1.827 -1.953
H 0.501 1.154 -2.132
H -0.553 2.908 1.567
H 2.272 1.047 1.761
H -3.083 -1.342 -1.798
H -2.160 -1.533 -0.604
H -1.556 -1.030 2.630
H 2.777 -0.341 0.902
H 2.264 0.980 -2.184
H 0.235 -0.945 1.199
H -1.682 2.275 -1.233
H 3.335 1.126 0.253
```

As for the HOMO energy (spin up / spin down): -0.5189 / -0.5085 Ha. As for the LUMO energy (spin up / spin down): -4.003 / -7.668 eV. The spin multiplicity is 2. The net charge is +1. Its max |F| is 2.3 eV/Å. The energy above the lowest of the compared OMol25 structures with the same formula, charge and spin is 24.7 kJ/mol. The total energy comes out at -14720.0347 eV.



The following is a quantum chemistry calculation of a cluster of 2 separate species, C8H18OSi in total, from OMol25.

The geometry in XYZ format:
```
28
C8H18OSi ωB97M-V/def2-TZVPD
Si 1.256 -0.859 0.341
O 2.056 -1.241 1.618
C 0.291 1.790 0.057
C -4.624 -2.144 0.308
C 1.555 1.156 -1.977
C 2.834 1.441 0.216
C 1.482 0.909 -0.380
C -3.613 -1.436 1.131
C -2.527 -0.859 0.823
C 0.382 -2.091 -0.841
H 2.641 1.691 1.221
H -0.444 1.816 -0.743
H -2.045 -0.316 1.682
H -3.862 -2.973 0.021
H 1.440 2.121 -2.501
H -5.527 -2.243 0.827
H -5.026 -1.720 -0.556
H 3.538 0.618 0.232
H 3.060 2.360 -0.429
H 2.313 0.611 -2.461
H 0.596 2.715 0.442
H -3.812 -1.363 2.133
H -0.209 1.163 0.775
H 0.245 -3.125 -0.454
H -2.117 -0.943 -0.206
H -0.568 -1.876 -1.307
H 1.175 -2.201 -1.622
H 0.725 0.693 -2.427
```

As for the HOMO energy (spin up / spin down): -0.1898 / -0.3490 Ha. As for the LUMO energy (spin up / spin down): 0.564 / -3.371 eV. The spin multiplicity is 3. The net charge is 0. Its max |F| is 6.6 eV/Å. The energy above the lowest of the compared OMol25 structures with the same formula, charge and spin is 296.0 kJ/mol. The total energy comes out at -18505.9169 eV.



The following is a quantum chemistry calculation of a cluster of 2 separate species, C8H19Br2NO3P2S in total, from OMol25.

The geometry in XYZ format:
```
36
C8H19Br2NO3P2S ωB97M-V/def2-TZVPD
Br -3.345 1.166 1.620
Br -0.777 -0.392 3.673
S 0.594 0.746 -2.328
P 2.135 -1.162 -0.353
P 1.033 1.428 0.584
O 1.786 0.481 -3.063
O -0.533 -0.087 -3.077
O 0.138 2.097 -2.183
N -0.039 2.498 0.936
C 3.639 -0.582 -1.217
C -1.723 -0.306 -2.281
C -1.539 1.394 3.794
C 0.732 0.051 -0.638
C 1.693 -2.750 -1.139
C -1.357 -1.338 -1.237
C -3.021 1.397 3.517
C -0.585 -0.628 -0.136
H 1.401 0.632 1.679
H 4.509 -0.903 -0.644
H -2.519 -0.620 -2.951
H -0.996 2.009 3.078
H 0.900 -3.206 -0.546
H -1.239 0.109 0.333
H -3.448 2.361 3.782
H -0.880 2.484 0.375
H 3.625 0.500 -1.324
H -3.555 0.603 4.030
H 2.264 1.959 0.151
H 2.571 -3.392 -1.047
H -1.339 1.736 4.807
H -0.292 -1.342 0.640
H 3.711 -0.983 -2.228
H 1.374 -2.699 -2.182
H -1.996 0.653 -1.829
H -0.694 -2.043 -1.737
H -2.230 -1.872 -0.863
```

As for the HOMO energy: -0.3139 Ha. As for the LUMO energy: 0.519 eV. Its structure (SMILES) is CP(C)[C@]1([PH2]=N)CCCOS1(=O)=O.BrCCBr. The net charge is 0. Its max |F| is 1.2 eV/Å. The total energy comes out at -185733.1396 eV.



The following is a quantum chemistry calculation of a cluster of 2 separate species, C8H19FN3O2 in total, from OMol25.

The geometry in XYZ format:
```
33
C8H19FN3O2 ωB97M-V/def2-TZVPD
F -4.655 -0.780 1.732
O 2.421 -0.953 -0.506
O -2.771 0.684 -1.514
N 1.427 1.194 1.126
N -0.656 1.018 0.080
N -3.516 -1.496 1.535
C 1.354 0.524 -1.957
C 0.367 0.160 0.343
C 2.599 0.556 1.546
C -2.898 0.639 -0.110
C 1.126 -0.455 -0.781
C 0.250 -1.664 -1.260
C -1.900 0.709 0.707
C 3.282 -0.041 0.233
H 3.475 0.760 -0.474
H 0.165 -0.522 1.118
H -0.214 -1.344 -2.123
H 2.032 0.211 -2.793
H -2.050 0.758 1.763
H -3.596 0.327 -1.863
H 4.208 -0.670 0.447
H 1.051 -2.428 -1.505
H 0.959 1.749 1.962
H -0.346 -2.108 -0.464
H 2.376 -0.178 2.371
H 1.857 1.412 -1.756
H 1.563 1.913 0.449
H -3.356 -2.118 2.275
H -0.923 1.279 -0.935
H -3.429 -1.907 0.582
H 0.459 0.952 -2.484
H 3.314 1.202 2.014
H -3.975 0.616 0.243
```

As for the HOMO energy: -0.4309 Ha. As for the LUMO energy: -2.834 eV. The net charge is +1. Its max |F| is 4.4 eV/Å. The total energy comes out at -19875.4197 eV.



> Look up the max |F| of the seventh one.

4.9 eV/Å